Model i:
Molecular formula: CH6OSi
Method: DFT, ωB97M-V/def2-TZVPD

The geometry in XYZ format:
```
9
CH6OSi, DFT ωB97M-V/def2-TZVPD
C 1.64357 0.10403 -0.13858
O 0.85084 0.40366 0.91712
Si -1.98835 -0.03129 0.13142
H 2.28891 0.86519 -0.55375
H 1.03116 -0.43124 -0.94291
H 2.54092 -0.59444 0.01978
H -2.58704 0.00848 1.47821
H -2.31904 -1.40848 -0.35359
H -1.46097 1.08408 -0.55770
```

Results
LUMO energy (alpha / beta) in eV: -1.0 / -1.6
HOMO energy (alpha / beta) in hartree: -0.3450 / -0.2780
Kohn-Sham gap (alpha / beta) in eV: 8.379 / 5.981
Charge: 0

=====

Model ii:
Molecular formula: CH6OSi
Method: DFT, ωB97M-V/def2-TZVPD

The geometry in XYZ format:
```
9
CH6OSi, DFT ωB97M-V/def2-TZVPD
O 1.72916 -0.86867 -0.58175
C 0.40038 -0.95382 0.00322
Si -0.64086 0.60543 0.51812
H 1.50250 -0.68085 -1.49235
H 0.60018 -1.21747 1.12600
H -0.18434 -1.83362 -0.41926
H -1.03031 -0.05210 1.88342
H 0.20969 1.79891 0.37872
H -1.72009 0.88831 -0.40866
```

Results
LUMO energy in eV: 0.8
HOMO energy in hartree: -0.3583
Kohn-Sham gap in eV: 10.560
Charge: 0
Structure (SMILES): OC[SiH3]

=====

Which is the most stable structure? model ii is the most stable.

=====

Model i:
Molecular formula: CH2Cl3P
Method: DFT, ωB97M-V/def2-TZVPD

The geometry in XYZ format:
```
7
CH2Cl3P, DFT ωB97M-V/def2-TZVPD
C 1.12040 0.55150 0.31740
P -2.22926 -0.77213 -0.00906
Cl 1.58530 0.20188 -1.28308
Cl 1.68851 1.96446 0.97512
Cl 0.99113 -0.69959 1.40521
H -2.26861 -1.02631 -1.39290
H -0.88747 -0.21980 -0.01270
```

Results
LUMO energy (alpha / beta) in eV: -1.0 / -1.2
HOMO energy (alpha / beta) in hartree: -0.3271 / -0.3150
Kohn-Sham gap (alpha / beta) in eV: 7.925 / 7.358
Charge: 0

=====

Model ii:
Molecular formula: CH2Cl3P
Method: DFT, ωB97M-V/def2-TZVPD

The geometry in XYZ format:
```
7
CH2Cl3P, DFT ωB97M-V/def2-TZVPD
Cl 2.69854 1.00863 0.31647
P 0.70912 0.93662 -0.47806
C -0.76695 -0.55291 -0.12890
Cl -0.21123 -1.95578 -0.99170
Cl -1.45175 -0.82667 1.38006
H 0.28620 1.41668 0.76957
H -1.26392 -0.02657 -0.86745
```

Results
LUMO energy in eV: -0.7
HOMO energy in hartree: -0.3501
Kohn-Sham gap in eV: 8.843
Charge: 0
Structure (SMILES): ClPC(Cl)Cl

=====

Which is the most stable structure? model ii is the most stable.

=====

Model i:
Molecular formula: C2H10NO3
Method: DFT, ωB97M-V/def2-TZVPD

The geometry in XYZ format:
```
16
C2H10NO3, DFT ωB97M-V/def2-TZVPD
C -0.17970 0.79692 -1.04262
O -0.62086 0.42056 0.13830
C 1.02989 -0.28631 -1.40208
N 1.56095 -1.04103 -0.20715
H -1.01706 0.73382 -1.83183
H 0.32702 1.81009 -1.04598
H 0.52372 -0.92599 -2.04513
H 1.84005 0.28052 -1.97709
H 1.78209 -0.34772 0.42407
H 0.85084 -1.50236 0.31878
H 0.87888 2.15204 1.38275
H 0.26804 0.77318 1.31178
O 1.02005 1.28212 1.74296
H -2.30312 -1.67673 -0.32425
H -2.08078 -0.40066 0.37681
O -2.53638 -1.28676 0.55978
```

Results
LUMO energy (alpha / beta) in eV: 0.5 / -3.2
HOMO energy (alpha / beta) in hartree: -0.3804 / -0.3819
Kohn-Sham gap (alpha / beta) in eV: 10.803 / 7.210
Charge: 0
Spin multiplicity: 2

=====

Model ii:
Molecular formula: C2H10NO3
Method: DFT, ωB97M-V/def2-TZVPD

The geometry in XYZ format:
```
16
C2H10NO3, DFT ωB97M-V/def2-TZVPD
O 1.45223 2.08110 0.32579
C 0.81342 2.17742 -0.78228
C -0.35912 1.24674 -1.06603
N -0.30291 0.26709 0.04893
H 0.99308 2.91536 -1.57071
H -0.24632 0.73554 -2.02938
H -1.37833 1.70841 -1.12079
H 0.14286 0.65753 0.89037
H 0.30580 -0.56594 -0.18705
H -1.24523 -0.04375 0.28193
H 2.24767 -1.39966 -0.77824
H 1.79134 -2.13338 0.50809
O 1.82922 -1.27435 0.07217
H -1.92478 -1.98068 2.55012
H -2.32585 -2.56474 1.25722
O -1.79309 -1.82669 1.59987
```

Results
LUMO energy (alpha / beta) in eV: -0.1 / -0.1
HOMO energy (alpha / beta) in hartree: -0.1324 / -0.2711
Kohn-Sham gap (alpha / beta) in eV: 3.551 / 7.303
Charge: 0
Spin multiplicity: 2

=====

Which is the most stable structure? model ii is the most stable.

=====

Model i:
Molecular formula: CHN3O3S
Method: DFT, ωB97M-V/def2-TZVPD

The geometry in XYZ format:
```
9
CHN3O3S, DFT ωB97M-V/def2-TZVPD
C -1.07502 -1.16958 -0.31215
N -1.27753 0.75409 -0.40709
N 0.67642 -0.40732 0.90021
N 0.01303 -1.36610 0.25361
O 0.36848 2.22509 0.88166
O -1.93444 -1.85232 -0.84271
O 1.29547 1.02659 -1.03000
S 0.19148 1.06312 -0.00127
H 1.74212 -0.27357 0.55774
```

Results
LUMO energy in eV: 6.9
HOMO energy in hartree: 0.0328
Kohn-Sham gap in eV: 6.024
Charge: -2

=====

Model ii:
Molecular formula: CHN3O3S
Method: DFT, ωB97M-V/def2-TZVPD

The geometry in XYZ format:
```
9
CHN3O3S, DFT ωB97M-V/def2-TZVPD
C 1.97161 -0.76003 -2.76205
N 1.32605 0.22669 -2.73792
N -1.50031 -2.72321 -3.92002
N -1.16484 -2.75848 -2.84808
O 0.01340 2.45237 -2.19522
O 2.61265 -1.74161 -2.88970
O 1.95714 1.92857 -0.82221
S 0.69565 1.43107 -1.39906
H -5.91136 1.94462 19.57427
```

Results
LUMO energy in eV: 4.6
HOMO energy in hartree: 0.0472
Kohn-Sham gap in eV: 3.362
Charge: -2

=====

Which is the most stable structure? model ii is the most stable.

=====

Model i:
Molecular formula: HI3P2
Method: DFT, ωB97M-V/def2-TZVPD

The geometry in XYZ format:
```
6
HI3P2, DFT ωB97M-V/def2-TZVPD
P 1.58342 0.86591 -1.10923
P -0.37624 0.05128 -0.08419
I 2.53651 -1.31835 -0.49757
I -0.26614 -0.22299 2.38174
I -2.14640 1.60874 -0.68285
H -1.33114 -0.98459 -0.00790
```

Results
LUMO energy in eV: -1.4
HOMO energy in hartree: -0.2893
Kohn-Sham gap in eV: 6.436
Charge: 0

=====

Model ii:
Molecular formula: HI3P2
Method: DFT, ωB97M-V/def2-TZVPD

The geometry in XYZ format:
```
6
HI3P2, DFT ωB97M-V/def2-TZVPD
I 1.67023 0.06535 -2.24896
P -0.42826 0.00026 -1.05504
P 0.35646 -0.20392 0.98632
I 0.82125 2.14070 1.44716
I -1.81874 -0.61164 2.01047
H -0.60094 -1.39076 -1.13995
```

Results
LUMO energy in eV: -0.7
HOMO energy in hartree: -0.3309
Kohn-Sham gap in eV: 8.286
Charge: 0
Structure (SMILES): I[PH]#P(I)I

=====

Which is the most stable structure? model ii is the most stable.

=====

Model i:
Molecular formula: C6H12ClN2
Method: DFT, ωB97M-V/def2-TZVPD

The geometry in XYZ format:
```
21
C6H12ClN2, DFT ωB97M-V/def2-TZVPD
C 1.68571 0.63927 -1.33467
C 2.49497 1.78893 -0.86075
C 0.40376 0.80166 -1.97187
C -1.79748 -0.21673 2.28826
C -1.76339 -2.02596 0.57424
C -0.99617 -0.90185 1.18880
N 0.13512 -0.47808 0.93233
N 1.17842 -0.03754 0.73396
Cl 2.44499 -0.91436 -1.54280
H 2.82759 2.37065 -1.74195
H 3.46466 1.48957 -0.22940
H 1.83833 2.43610 -0.38122
H -0.23803 1.50042 -1.61771
H -0.04693 -0.26390 -2.22988
H 0.68840 1.12748 -2.94528
H -1.42126 0.62399 2.74719
H -1.96402 -0.93424 3.14269
H -2.92189 -0.07223 1.99825
H -1.22827 -3.03726 0.52512
H -2.04255 -1.75037 -0.43207
H -2.74199 -2.14556 1.15680
```

Results
LUMO energy (alpha / beta) in eV: -5.3 / -5.3
HOMO energy (alpha / beta) in hartree: -0.4614 / -0.4614
Kohn-Sham gap (alpha / beta) in eV: 7.297 / 7.294
Charge: +1

=====

Model ii:
Molecular formula: C6H12ClN2
Method: DFT, ωB97M-V/def2-TZVPD

The geometry in XYZ format:
```
21
C6H12ClN2, DFT ωB97M-V/def2-TZVPD
C -0.94329 2.58038 0.15454
C -1.61458 1.31905 -0.23807
C 1.27576 -1.85967 0.71097
C 2.05709 -0.68799 0.05745
C 0.05946 -0.85692 -0.98726
C -1.62062 0.21014 0.53052
N 0.21149 -2.02932 -0.34505
N 1.11292 -0.06690 -0.81978
Cl -2.78600 -1.08739 0.28268
H -0.49659 2.39721 1.05335
H -0.16935 3.03299 -0.62413
H -2.15733 1.44882 -1.15791
H 1.97255 -2.68195 0.81209
H 0.85713 -1.65062 1.61679
H 2.48913 0.03395 0.89692
H 3.04771 -0.93866 -0.36926
H -0.69651 -0.82582 -1.73201
H -1.27807 0.09862 1.46397
H -0.68147 -2.47140 -0.17004
H -1.84182 3.38933 0.33490
H 1.20238 0.64616 -1.47067
```

Results
LUMO energy in eV: -3.7
HOMO energy in hartree: -0.4866
Kohn-Sham gap in eV: 9.567
Charge: +1

=====

Which is the most stable structure? model ii is the most stable.